DFT (ωB97M-V with the def2-TZVPD basis set) results for a cluster of 2 separate species, C2H7FN in total in a non-equilibrium geometry.

Structure (ORCA input):
```
! wB97M-V def2-TZVPD RIJCOSX def2/J DEFGRID3
* xyz 1 1
C 0.73 -0.55 -0.03
C -1.51 -0.55 0.12
N 0.93 0.86 -0.02
F -1.79 0.68 0.18
H 1.28 -1.10 0.65
H 0.68 -1.11 -1.07
H -1.48 -1.05 1.11
H -1.68 -0.91 -0.91
H 0.53 1.32 -0.84
H 1.88 1.13 0.07
H 0.42 1.29 0.74
*
```

Calculated values
**Orbital gap**: 10.39 eV
**Highest occupied orbital energy**: -14.19 eV
**Relative energy (zero: lowest compared OMol25 entry of this formula, charge and spin)**: 199.2 kJ/mol
**Lowest unoccupied orbital energy**: -0.1397 hartree

Atomic charges from the Mulliken analysis, expressed in e, are listed below: number 1, C, carries -0.8301; number 2, C, carries -0.1610; number 3, N, carries -0.2312; number 4, F, carries -0.2091; number 5, H, carries 0.3718; number 6, H, carries 0.3167; number 7, H, carries 0.3412; number 8, H, carries 0.3542; number 9, H, carries 0.3519; number 10, H, carries 0.3356; number 11, H, carries 0.3600